No. 1
Below is C18H13F3IrN3O3S as an isolated structure, with properties calculated with wB97M-V/def2-TZVPD.

## Properties
**Strongest force on any atom**: 0.98 eV Å⁻¹
**Kohn-Sham gap (spin up / spin down)**: 8.070 / 5.070 eV
**HOMO energy (spin up / spin down)**: -19.450 / -19.448 eV

The geometry in ORCA input format:
```
! wB97M-V def2-TZVPD RIJCOSX def2/J DEFGRID3
* xyz 3 2
Ir -0.13 1.22 -0.47
S -0.57 3.69 -1.37
F 0.06 2.06 -3.24
F -1.36 3.59 -3.86
F 0.73 4.11 -3.59
O -1.01 4.99 -1.08
O 0.68 3.14 -0.72
O -1.55 2.51 -1.03
N 0.04 1.29 1.53
N 1.30 -0.29 -0.51
N -1.30 -0.46 -0.50
C -3.38 -1.64 -0.59
C -2.65 -0.46 -0.47
C -0.04 2.50 2.12
C 1.58 -2.66 -0.83
C 2.99 -2.50 -0.82
C -0.65 -1.61 -0.65
C 3.50 -1.23 -0.65
C 0.92 -3.90 -0.99
C -0.49 -3.99 -0.97
C -1.30 -2.85 -0.79
C 0.79 -1.52 -0.67
C 0.18 1.52 4.29
C 0.26 0.27 3.67
C 0.03 2.64 3.49
C -0.27 3.38 -3.19
C -2.72 -2.85 -0.76
C 2.64 -0.15 -0.50
C 0.18 0.19 2.30
H 0.23 -0.77 1.81
H 0.24 1.60 5.37
H 1.50 -4.81 -1.13
H -0.04 3.63 3.92
H -3.13 0.50 -0.36
H 3.64 -3.35 -0.95
H -4.46 -1.60 -0.56
H 4.57 -1.05 -0.63
H -0.96 -4.96 -1.10
H 3.01 0.86 -0.38
H -0.16 3.36 1.49
H 0.37 -0.63 4.25
H -3.27 -3.77 -0.86
*
```


No. 2
Below is C18H13F4N4RuS2 as an isolated structure, with properties calculated with wB97M-V/def2-TZVPD.

## Properties
**Strongest force on any atom**: 0.23 eV Å⁻¹
**Kohn-Sham gap (spin up / spin down)**: 7.095 / 6.671 eV
**HOMO energy (spin up / spin down)**: -7.988 / -8.338 eV

The geometry in ORCA input format:
```
! wB97M-V def2-TZVPD RIJCOSX def2/J DEFGRID3
* xyz 0 2
Ru -0.88 -0.03 -0.05
S 0.21 0.41 1.86
S -1.02 2.27 -0.21
F -4.07 -5.67 0.01
F -2.94 -0.43 0.81
F -5.13 -1.50 1.92
F -1.89 -4.66 -1.09
N 0.87 -0.31 -1.23
N 3.16 6.76 0.60
N 4.88 4.22 3.25
N -1.24 -1.84 -0.73
C 2.72 3.56 1.99
C -4.35 -2.29 1.17
C -4.67 -3.62 0.98
C -0.30 -2.46 -1.64
C 1.37 0.88 -1.95
C -2.34 -2.49 -0.21
C 2.70 5.73 0.81
C 0.98 4.06 0.39
C 0.44 -1.30 -2.27
C 0.42 2.80 0.60
C -3.22 -1.76 0.60
C 2.13 4.44 1.07
C -3.82 -4.37 0.21
C 2.00 -0.89 -0.47
C -2.68 -3.84 -0.37
C 3.92 3.93 2.69
C 1.01 1.93 1.53
C 2.16 2.32 2.22
H 1.73 1.61 -1.23
H -5.55 -4.06 1.43
H 1.32 -1.63 -2.83
H 2.79 -1.18 -1.17
H 0.53 4.74 -0.32
H 2.62 1.65 2.94
H -0.23 -0.78 -2.95
H 0.37 -3.16 -1.13
H 2.38 -0.15 0.22
H -0.80 -3.02 -2.43
H 1.67 -1.76 0.09
H 0.56 1.33 -2.52
H 2.18 0.59 -2.62
*
```


No. 3
Below is C18H13F8NOPPdSSe2Te as an isolated structure, with properties calculated with wB97M-V/def2-TZVPD.

## Properties
**Strongest force on any atom**: 1.05 eV Å⁻¹
**Kohn-Sham gap (spin up / spin down)**: 7.058 / 7.059 eV
**HOMO energy (spin up / spin down)**: -5.315 / -5.315 eV

The geometry in ORCA input format:
```
! wB97M-V def2-TZVPD RIJCOSX def2/J DEFGRID3
* xyz -1 1
Te 0.18 -3.50 -1.24
Pd 1.40 -0.76 -0.41
Se -2.00 -1.56 -2.15
Se 0.65 1.05 -2.02
S 1.92 0.55 1.38
P -1.38 0.42 -1.54
F 1.35 -3.91 0.21
F 3.75 1.17 3.80
F -0.37 -2.31 0.24
F -0.74 -3.97 -2.84
F -1.07 -4.63 -0.45
F 2.86 -0.71 4.38
F 1.18 -4.96 -1.89
F 4.98 -0.39 4.66
O 1.28 -2.18 -1.90
N 3.64 -0.92 0.15
C 5.28 -1.58 2.25
C 3.95 -0.16 3.82
C -2.55 1.56 -2.37
C 4.23 -0.71 2.45
C -1.70 0.76 0.22
C -2.64 0.15 2.35
C -3.01 3.49 -3.73
C -1.26 1.96 0.77
C -2.20 1.34 2.89
C -2.40 -0.14 1.01
C -2.10 2.63 -3.13
C 4.62 -1.79 -0.02
C -4.37 3.29 -3.55
C -1.50 2.25 2.10
C 3.39 -0.40 1.36
C 5.49 -2.14 1.00
C -4.82 2.23 -2.79
C -3.92 1.36 -2.20
H -5.08 3.97 -4.02
H -3.17 -0.57 2.96
H -2.66 4.32 -4.33
H -0.69 2.65 0.16
H -2.37 1.56 3.94
H -1.14 3.18 2.53
H -5.89 2.06 -2.65
H -1.04 2.78 -3.26
H 4.72 -2.22 -1.01
H -2.73 -1.08 0.58
H -4.27 0.52 -1.61
H 6.29 -2.85 0.82
H 5.93 -1.83 3.08
*
```


Which of these has the lowest strongest force on any atom? C18H13F4N4RuS2